P | Computed, not measured: a structure of composition C9H12N3O, with ωB97M-V/def2-TZVPD.

Last column: Löwdin charge in e.
Positions of all 25 atoms, in Å:
C1 1.32 0.08 -0.41  -0.31
C2 3.37 0.05 0.00  -0.38
C3 -1.72 1.65 -0.64  0.02
C4 -0.77 1.27 -1.53  0.03
C5 -1.91 -0.28 1.06  -0.08
C6 -1.22 -1.68 -0.79  0.08
C7 -1.09 0.87 0.50  -0.21
C8 -0.07 0.45 -0.57  -0.05
C9 4.71 0.52 0.39  0.00
N1 2.27 0.87 -0.02  0.22
N2 3.08 -1.17 -0.37  0.14
N3 -2.35 -1.11 -0.11  -0.02
O1 1.76 -1.17 -0.64  0.03
H1 -2.56 2.31 -0.67  0.12
H2 -0.58 1.49 -2.56  0.13
H3 -1.31 -0.91 1.72  0.15
H4 -2.78 0.09 1.61  0.14
H5 -1.33 -1.87 -1.84  0.09
H6 -0.58 -2.32 -0.22  0.09
H7 -0.67 1.48 1.31  0.17
H8 5.09 1.22 -0.35  0.09
H9 4.65 1.04 1.35  0.09
H10 5.39 -0.33 0.46  0.09
H11 -3.04 -1.81 0.20  0.20
H12 -2.82 -0.45 -0.76  0.17

Output
Net charge: +1
E_LUMO (spin up / spin down), eV: -4.6 / -4.6
HOMO level (spin up / spin down), eV: -13.0 / -12.8



Q | Computed, not measured: the ion C9H12N3O with charge +1, with ωB97M-V/def2-TZVPD.

Last column: Löwdin charge in e.
Positions of all 25 atoms, in Å:
C1 -2.72 -0.09 3.17  -0.08
C2 -2.68 1.18 2.60  -0.02
C3 -2.02 -1.18 2.73  -0.08
C4 -2.03 1.25 1.38  -0.01
C5 -1.10 -1.00 1.71  0.00
C6 -1.10 0.26 1.08  -0.19
C7 -0.44 0.48 -0.14  -0.39
C8 2.14 -0.39 -1.91  -0.33
C9 2.66 -0.53 -3.31  0.06
N1 -0.47 1.55 -0.75  0.22
N2 2.85 0.19 -0.91  0.21
N3 0.91 -0.72 -1.70  0.09
O1 0.13 -0.74 -0.58  0.03
H1 -3.34 -0.29 4.03  0.11
H2 -3.28 2.03 2.96  0.12
H3 -2.26 -2.14 3.17  0.12
H4 -1.97 2.07 0.73  0.10
H5 -0.43 -1.88 1.44  0.14
H6 2.40 0.36 -3.69  0.06
H7 3.76 -0.66 -3.12  0.14
H8 2.16 -1.38 -3.80  0.12
H9 0.01 1.71 -1.60  0.06
H10 3.75 0.66 -1.14  0.15
H11 2.72 0.22 0.13  0.17
H12 0.34 -0.96 -2.50  0.19

Output
Net charge: +1
E_LUMO, eV: -3.3
HOMO level, eV: -12.2
SMILES: [H]/N=C(\O/[NH+]=C(/C)N)c1ccccc1



Last place for stability: P



P | Computed, not measured: the molecule C26H32N4O3, with ωB97M-V/def2-TZVPD.

Last column: Löwdin charge in e.
Positions of all 65 atoms, in Å:
C1 0.25 2.54 -7.08  -0.09
H1 -0.60 3.04 -6.63  0.08
H2 -0.11 1.61 -7.54  0.07
H3 0.66 3.17 -7.86  0.07
C2 1.31 2.23 -6.03  -0.21
C3 0.74 1.35 -4.95  -0.24
C4 0.18 1.89 -3.81  0.03
C5 -0.39 1.07 -2.83  -0.15
C6 -0.39 -0.32 -3.01  -0.20
C7 0.17 -0.87 -4.17  0.00
C8 0.73 -0.04 -5.12  -0.02
H4 1.16 -0.47 -6.01  0.12
H5 0.17 -1.94 -4.31  0.12
N1 -0.95 -1.11 -2.05  0.18
C9 -1.48 -0.67 -0.86  -0.41
O1 -1.93 -1.48 -0.06  0.03
C10 -1.49 0.78 -0.68  -0.09
C11 -0.98 1.59 -1.63  0.04
H6 -1.00 2.66 -1.51  0.13
C12 -2.08 1.30 0.61  -0.09
N2 -1.09 1.44 1.66  -0.04
C13 -1.03 0.65 2.78  -0.50
O2 -0.48 1.05 3.79  0.05
N3 -1.61 -0.58 2.64  0.15
C14 -1.71 -1.58 3.60  -0.24
C15 -1.50 -1.37 4.96  -0.02
C16 -1.64 -2.42 5.85  -0.09
C17 -1.99 -3.68 5.41  -0.11
C18 -2.21 -3.90 4.06  -0.09
C19 -2.07 -2.86 3.16  -0.03
H7 -2.24 -3.02 2.11  0.10
H8 -2.49 -4.88 3.71  0.10
H9 -2.10 -4.49 6.12  0.09
H10 -1.47 -2.24 6.90  0.10
H11 -1.21 -0.39 5.31  0.10
H12 -1.79 -0.91 1.69  0.08
C20 -0.32 2.67 1.69  -0.15
H13 -0.51 3.20 0.75  0.11
C21 1.18 2.46 1.85  -0.15
C22 1.81 1.53 0.81  -0.19
N4 1.50 0.12 0.99  -0.15
C23 2.09 -0.43 2.20  -0.15
C24 1.77 -1.92 2.32  -0.17
O3 2.22 -2.64 1.20  -0.12
C25 1.62 -2.12 0.04  -0.20
C26 1.98 -0.65 -0.15  -0.16
H14 1.53 -0.26 -1.06  0.11
H15 3.08 -0.57 -0.25  0.13
H16 2.00 -2.72 -0.80  0.13
H17 0.53 -2.22 0.11  0.11
H18 2.28 -2.35 3.19  0.13
H19 0.69 -2.05 2.44  0.11
H20 1.68 0.08 3.07  0.11
H21 3.19 -0.29 2.20  0.13
H22 1.44 1.81 -0.19  0.11
H23 2.90 1.69 0.82  0.12
H24 1.66 3.44 1.76  0.11
H25 1.38 2.09 2.85  0.09
H26 -0.67 3.30 2.52  0.13
H27 -2.87 0.63 0.94  0.13
H28 -2.53 2.29 0.42  0.13
H29 -0.95 -2.11 -2.18  0.17
H30 0.18 2.96 -3.66  0.13
H31 2.16 1.73 -6.50  0.11
H32 1.66 3.17 -5.59  0.11

Output
Net charge: 0
E_LUMO, eV: -0.2
HOMO level, eV: -7.8
SMILES: CCc1ccc2[nH]c(=O)c(CN(CCCN3CCOCC3)C(=O)Nc3ccccc3)cc2c1



Q | Computed, not measured: the molecule C26H32N4O3, with ωB97M-V/def2-TZVPD.

Last column: Löwdin charge in e.
Positions of all 65 atoms, in Å:
C1 6.16 -0.40 0.78  -0.11
C2 4.70 -0.17 1.16  -0.26
C3 3.92 -1.48 1.17  -0.18
C4 2.49 -1.30 1.70  -0.14
N1 1.69 -0.40 0.88  0.00
C5 1.45 0.86 1.32  -0.44
O1 1.78 1.21 2.44  0.07
C6 0.68 1.78 0.40  -0.04
H1 0.40 1.27 -0.52  0.11
H2 1.33 2.62 0.16  0.14
C7 -0.57 2.29 1.14  -0.22
C8 -1.25 3.47 0.48  -0.20
C9 -1.04 3.82 -0.85  -0.04
C10 -1.72 4.89 -1.40  -0.08
C11 -2.62 5.62 -0.65  -0.09
C12 -2.84 5.27 0.67  -0.08
C13 -2.16 4.20 1.23  -0.03
H3 -2.33 3.93 2.26  0.12
H4 -3.54 5.83 1.27  0.10
H5 -3.15 6.45 -1.08  0.10
H6 -1.54 5.16 -2.44  0.10
H7 -0.34 3.27 -1.46  0.11
C14 -1.54 1.15 1.31  -0.18
C15 -1.51 0.36 2.46  -0.04
C16 -2.38 -0.71 2.61  -0.09
C17 -3.29 -1.00 1.61  -0.11
C18 -3.33 -0.22 0.46  -0.10
C19 -2.45 0.83 0.31  -0.01
H8 -2.49 1.44 -0.59  0.12
H9 -4.06 -0.43 -0.31  0.10
H10 -3.99 -1.82 1.74  0.10
H11 -2.34 -1.30 3.51  0.11
H12 -0.80 0.60 3.24  0.12
H13 -0.23 2.61 2.14  0.15
C20 1.36 -0.87 -0.42  -0.12
C21 0.34 -1.78 -0.57  -0.20
N2 -0.36 -2.22 0.52  0.21
H14 -1.28 -2.58 0.38  0.09
H15 -0.27 -1.63 1.34  0.09
N3 0.06 -2.33 -1.79  0.06
C22 0.74 -1.95 -2.94  -0.47
O2 0.49 -2.43 -4.02  0.09
N4 1.70 -0.99 -2.76  0.22
C23 2.09 -0.39 -1.56  -0.42
O3 2.95 0.47 -1.58  0.08
H16 2.19 -0.70 -3.59  0.17
C24 -0.96 -3.36 -1.95  -0.14
C25 -2.36 -2.75 -2.13  -0.22
C26 -3.42 -3.84 -2.19  -0.10
H17 -4.40 -3.40 -2.33  0.07
H18 -3.22 -4.52 -3.01  0.08
H19 -3.43 -4.41 -1.26  0.07
H20 -2.37 -2.18 -3.06  0.12
H21 -2.58 -2.06 -1.32  0.08
H22 -0.93 -4.04 -1.10  0.13
H23 -0.70 -3.92 -2.85  0.13
H24 2.52 -0.86 2.70  0.12
H25 1.99 -2.28 1.74  0.12
H26 3.88 -1.90 0.16  0.11
H27 4.42 -2.21 1.82  0.12
H28 4.25 0.51 0.44  0.09
H29 4.64 0.29 2.14  0.11
H30 6.70 0.54 0.77  0.07
H31 6.64 -1.07 1.49  0.07
H32 6.23 -0.85 -0.21  0.07

Output
Net charge: 0
E_LUMO, eV: 0.5
HOMO level, eV: -8.6
SMILES: CCCCN(C(=O)CC(c1ccccc1)c1ccccc1)c1c(N)n(CCC)c(=O)[nH]c1=O



Last place for stability: P



P | Computed, not measured: a structure of composition C5H12N2, with ωB97M-V/def2-TZVPD.

Last column: Löwdin charge in e.
Positions of all 19 atoms, in Å:
C1 0.73 1.58 0.40  -0.02
N1 0.35 0.35 -0.34  -0.11
C2 0.89 -0.97 0.15  -0.34
C3 2.08 -1.41 -0.41  -0.06
H1 0.66 0.44 -1.30  0.15
H2 0.78 -1.05 1.23  0.11
H3 0.22 2.43 -0.06  0.10
H4 1.81 1.71 0.36  0.09
H5 0.41 1.48 1.43  0.09
H6 2.64 -2.19 0.08  0.02
H7 2.28 -1.25 -1.46  0.02
C4 -1.90 0.04 0.88  -0.06
C5 -1.20 -0.11 -0.44  -0.49
N2 -1.84 0.08 -1.54  0.08
H8 -1.26 0.07 -2.37  0.03
H9 -0.37 -1.45 -0.20  0.15
H10 -2.84 -0.51 0.82  0.09
H11 -2.14 1.09 1.06  0.08
H12 -1.32 -0.34 1.72  0.07

Output
Net charge: 0
E_LUMO, eV: 0.7
HOMO level, eV: -6.5



Q | Computed, not measured: a structure of composition C5H12N2, with ωB97M-V/def2-TZVPD.

Last column: Löwdin charge in e.
Positions of all 19 atoms, in Å:
C1 1.33 -0.62 0.32  -0.19
C2 2.48 -1.30 -0.25  -0.16
C3 1.54 0.86 0.47  -0.17
C4 -2.48 -1.09 0.42  -0.07
C5 -1.46 1.06 -0.45  -0.04
N1 -0.39 -1.17 -0.29  0.08
N2 -1.32 -0.36 -0.15  -0.37
H1 2.91 -0.80 -1.12  0.08
H2 3.24 -1.23 0.47  0.05
H3 2.11 -2.30 -0.49  0.08
H4 1.51 1.48 -0.37  0.04
H5 2.67 0.91 0.75  0.10
H6 0.88 1.44 1.28  0.11
H7 -2.10 -1.94 0.98  0.06
H8 -3.05 -0.34 1.14  0.11
H9 -3.22 -1.45 -0.37  0.09
H10 -2.32 1.46 0.18  0.09
H11 -0.51 1.55 -0.30  0.04
H12 -2.06 1.34 -1.30  0.08

Output
Net charge: 0
E_LUMO (spin up / spin down), eV: 0.9 / 0.7
HOMO level (spin up / spin down), eV: -7.4 / -6.7



R | Computed, not measured: the molecule C5H12N2, with ωB97M-V/def2-TZVPD.

Last column: Löwdin charge in e.
Positions of all 19 atoms, in Å:
C1 -0.45 1.44 -0.77  -0.31
C2 -1.34 0.86 0.33  -0.20
C3 -1.13 -0.57 0.90  -0.21
N1 2.61 -1.36 0.62  0.01
C4 1.27 -1.09 0.25  -0.21
C5 0.32 -0.84 1.16  -0.13
N2 -0.60 0.80 -2.04  -0.01
H1 0.57 1.52 -0.40  0.09
H2 -0.84 2.43 -1.05  0.12
H3 -2.32 0.88 -0.19  0.11
H4 -1.50 1.46 1.23  0.10
H5 -1.63 -0.62 1.86  0.10
H6 -1.57 -1.38 0.31  0.11
H7 3.07 -0.93 1.39  0.07
H8 3.22 -1.85 -0.01  0.07
H9 1.25 -0.69 -0.76  0.10
H10 0.59 -1.08 2.18  0.10
H11 -0.72 -0.19 -2.08  0.06
H12 -0.80 1.20 -2.93  0.06

Output
Net charge: 0
E_LUMO, eV: 1.1
HOMO level, eV: -8.0
SMILES: N/C=C/CCCN



S | Computed, not measured: a cluster of 2 separate species, C5H12N2 in total, with ωB97M-V/def2-TZVPD.

Last column: Löwdin charge in e.
Positions of all 19 atoms, in Å:
C1 -2.09 -0.93 1.05  -0.16
C2 -1.18 -0.89 -1.09  -0.10
N1 -1.81 -0.29 -0.20  -0.09
H1 -3.17 -0.98 1.16  0.08
H2 -1.71 -0.30 1.86  0.07
H3 -1.66 -1.94 1.13  0.07
H4 -0.99 -0.38 -2.02  0.07
H5 -0.79 -1.91 -1.00  0.08
C3 0.70 2.00 -0.33  -0.12
N2 1.57 -0.47 1.08  0.06
C4 1.78 -0.26 -0.28  -0.27
C5 1.45 0.85 -0.94  -0.21
H6 1.44 -1.44 1.34  0.08
H7 0.88 0.14 1.48  0.06
H8 2.33 -1.05 -0.77  0.10
H9 1.74 0.94 -1.97  0.09
H10 1.29 2.48 0.46  0.07
H11 -0.24 1.66 0.11  0.05
H12 0.47 2.75 -1.09  0.07

Output
Net charge: 0
E_LUMO, eV: 1.0
HOMO level, eV: -8.0
SMILES: C/C=C\N.C=NC



Last place for stability: Q



P | Computed, not measured: a structure of composition C5H12N2, with ωB97M-V/def2-TZVPD.

Last column: Löwdin charge in e.
Positions of all 19 atoms, in Å:
C1 2.49 0.22 0.59  -0.08
C2 3.09 0.40 -0.77  -0.30
C3 -0.47 -0.06 0.15  -0.13
C4 -1.96 -0.40 0.02  -0.30
C5 -3.71 -0.18 0.77  -0.13
N1 -2.66 0.51 1.10  -0.07
N2 2.42 0.05 -1.87  0.00
H1 3.02 0.64 1.45  0.08
H2 1.85 0.92 0.00  0.08
H3 2.38 -0.85 0.74  0.09
H4 3.67 1.36 -0.92  0.12
H5 -0.45 1.03 0.32  0.07
H6 -0.03 -0.49 1.06  0.07
H7 -2.08 -1.51 0.06  0.11
H8 -2.32 -0.11 -1.00  0.11
H9 -4.50 0.07 0.01  0.10
H10 -4.01 -1.03 1.41  0.09
H11 3.00 -0.53 -2.47  0.05
H12 0.28 -0.05 -0.66  0.04

Output
Net charge: 0
E_LUMO, eV: 0.3
HOMO level, eV: -7.6



Q | Computed, not measured: the molecule C5H12N2, with ωB97M-V/def2-TZVPD.

Last column: Löwdin charge in e.
Positions of all 19 atoms, in Å:
C1 -1.30 1.89 -1.16  -0.11
C2 -0.57 0.65 -1.62  -0.25
C3 -0.86 -0.62 -0.76  -0.20
C4 -0.37 -0.54 0.68  -0.21
N1 1.10 -0.46 0.68  -0.02
C5 1.78 -0.79 1.82  -0.35
N2 2.75 -1.62 1.86  0.07
H1 -0.96 2.19 -0.17  0.07
H2 -2.38 1.74 -1.06  0.07
H3 -1.26 2.62 -1.95  0.07
H4 -0.84 0.32 -2.62  0.10
H5 0.50 0.79 -1.47  0.09
H6 -1.90 -0.83 -0.82  0.10
H7 -0.30 -1.43 -1.23  0.11
H8 -0.69 -1.43 1.20  0.11
H9 -0.77 0.29 1.24  0.10
H10 1.52 -0.83 -0.16  0.12
H11 1.38 -0.38 2.75  0.12
H12 3.17 -1.58 2.78  0.03

Output
Net charge: 0
E_LUMO, eV: 1.1
HOMO level, eV: -9.1
SMILES: [H]/N=C/NCCCC



Last place for stability: P